Entry 1:
ORCA calculation (ωB97M-V with the def2-TZVPD basis set) on a molecular structure, C30H26BrMnN7O6S.

Values from the calculation:
* energy above the lowest of the compared OMol25 structures with the same formula, charge and spin: 1.8 kcal per mole
* HOMO level (spin up / spin down): -10.1767 / -10.1754 eV
* orbital gap (spin up / spin down): 0.1975 / 0.2479 Ha
* charge: +1
* 2S+1: 5
* LUMO level (spin up / spin down): -4.802 / -3.431 eV

Structure (XYZ):
```
72
C30H26BrMnN7O6S (ωB97M-V with the def2-TZVPD basis set)
Mn -2.004 0.425 0.262
C -2.939 -2.306 0.901
N -3.228 -1.048 1.571
C -4.504 -0.370 1.705
C -4.084 1.029 2.079
N -2.852 1.464 1.859
C -2.823 2.792 2.278
C -1.783 3.716 2.276
C -2.057 4.972 2.778
C -3.327 5.300 3.277
C -4.362 4.386 3.292
C -4.080 3.127 2.779
N -4.850 1.974 2.640
C -1.435 -2.259 0.804
N -0.761 -1.122 0.947
C 0.595 -1.478 0.984
C 1.734 -0.719 1.242
C 2.942 -1.382 1.255
C 3.032 -2.761 1.011
C 1.910 -3.529 0.782
C 0.693 -2.856 0.797
N -0.618 -3.313 0.698
H -3.412 -2.324 -0.083
H -3.244 -3.198 1.459
H -2.727 -1.011 2.452
H -5.169 -0.793 2.465
H -5.028 -0.363 0.747
H -0.799 3.449 1.911
H -1.277 5.720 2.798
H -3.498 6.295 3.663
H -5.336 4.644 3.683
H -5.815 1.863 2.908
H 1.673 0.350 1.402
H 3.852 -0.824 1.424
H 4.007 -3.229 0.998
H 1.979 -4.594 0.609
H -0.911 -4.273 0.616
C -1.307 3.074 -1.433
O -0.768 1.852 -0.846
C 0.631 1.783 -0.880
C 1.377 2.740 -0.214
C 2.756 2.634 -0.219
Br 3.792 3.934 0.674
C 3.371 1.569 -0.852
C 2.615 0.602 -1.506
C 1.223 0.731 -1.567
O 0.509 -0.199 -2.242
C 3.316 -0.605 -1.969
N 4.557 -0.860 -1.640
C 4.817 -2.110 -2.166
C 5.975 -2.888 -2.098
C 5.952 -4.130 -2.695
C 4.806 -4.604 -3.360
C 3.654 -3.850 -3.440
C 3.683 -2.600 -2.827
N 2.735 -1.611 -2.689
H -0.744 3.294 -2.337
H -1.227 3.890 -0.715
H -2.345 2.879 -1.672
H 0.885 3.557 0.297
H 4.443 1.441 -0.820
H -0.457 -0.052 -2.185
H 6.859 -2.516 -1.596
H 6.834 -4.754 -2.663
H 4.834 -5.581 -3.824
H 2.777 -4.209 -3.963
H 1.785 -1.604 -3.017
O -2.139 -0.621 -1.368
S -3.447 0.070 -1.878
O -3.189 0.784 -3.082
O -3.525 1.059 -0.675
O -4.533 -0.854 -1.805
```

Entry 2:
ORCA calculation (ωB97M-V with the def2-TZVPD basis set) on a molecular structure, C50H34BiN6O.

Values from the calculation:
* HOMO level: -9.8886 eV
* orbital gap: 0.2091 Ha
* charge: +1
* 2S+1: 1
* LUMO level: -4.200 eV

Structure (XYZ):
```
92
C50H34BiN6O (ωB97M-V with the def2-TZVPD basis set)
Bi 0.037 0.105 -1.960
C 5.389 -5.356 -0.232
C 5.026 -4.521 0.815
C 4.086 -3.520 0.612
C 3.503 -3.350 -0.639
C 3.866 -4.193 -1.685
C 4.809 -5.192 -1.482
C 2.465 -2.295 -0.851
C 2.881 -0.963 -0.875
C 4.224 -0.525 -0.609
C 4.206 0.828 -0.563
C 2.859 1.251 -0.829
C 2.436 2.583 -0.835
C 3.479 3.633 -0.624
C 4.376 3.950 -1.639
C 5.349 4.919 -1.437
C 5.434 5.576 -0.218
C 4.544 5.262 0.800
C 3.569 4.295 0.598
C 1.113 3.005 -0.968
N 0.016 2.199 -1.141
C -1.093 3.006 -1.189
C -2.421 2.580 -1.232
C -3.489 3.625 -1.266
C -3.822 4.331 -0.114
C -4.833 5.281 -0.145
C -5.517 5.532 -1.326
C -5.187 4.832 -2.478
C -4.177 3.880 -2.448
C -2.840 1.249 -1.118
C -4.196 0.846 -0.870
C -4.190 -0.494 -0.676
C -2.832 -0.943 -0.813
N -2.039 0.139 -1.102
C -2.408 -2.260 -0.635
C -1.082 -2.697 -0.699
C -0.642 -4.014 -0.341
C 0.712 -4.034 -0.445
C 1.131 -2.721 -0.845
N 0.017 -1.941 -1.022
C -3.437 -3.273 -0.251
C -3.984 -3.258 1.029
C -4.929 -4.206 1.396
C -5.335 -5.172 0.486
C -4.790 -5.193 -0.791
C -3.842 -4.248 -1.157
C -0.672 4.374 -1.070
C 0.674 4.373 -0.924
N 2.082 0.142 -1.031
H 6.123 -6.136 -0.073
H 5.473 -4.648 1.792
H 3.797 -2.871 1.431
H 3.410 -4.064 -2.659
H 5.090 -5.840 -2.301
H 5.063 -1.180 -0.446
H 5.025 1.491 -0.342
H 4.309 3.437 -2.591
H 6.040 5.162 -2.234
H 6.193 6.330 -0.060
H 4.610 5.767 1.755
H 2.878 4.042 1.393
H -3.292 4.128 0.809
H -5.088 5.823 0.756
H -6.307 6.271 -1.348
H -5.716 5.026 -3.402
H -3.919 3.331 -3.346
H -5.035 1.520 -0.816
H -5.026 -1.130 -0.438
H -1.293 -4.813 -0.025
H 1.383 -4.851 -0.234
H -3.662 -2.505 1.739
H -5.347 -4.190 2.394
H -6.075 -5.908 0.771
H -5.103 -5.945 -1.503
H -3.415 -4.262 -2.153
H -1.334 5.225 -1.077
H 1.323 5.222 -0.789
N 0.493 -3.394 3.511
C 0.343 -2.236 4.207
O 0.420 -2.189 5.417
C 0.056 -0.992 3.411
C -0.346 0.147 4.094
C -0.617 1.295 3.373
C -0.474 1.264 1.993
N -0.077 0.182 1.323
C 0.182 -0.915 2.033
H 0.633 -4.233 4.049
H 0.286 -3.479 2.532
H -0.435 0.105 5.171
H -0.937 2.203 3.866
H -0.686 2.144 1.396
H 0.528 -1.766 1.459
```

Entry 3:
ORCA calculation (ωB97M-V with the def2-TZVPD basis set) on 8 unconnected molecules or ions with the total composition C67H144N8O8 in a non-equilibrium geometry.

Values from the calculation:
* energy above the lowest of the compared OMol25 structures with the same formula, charge and spin: 32.1 kcal per mole
* HOMO level: -8.1627 eV
* orbital gap: 0.3215 Ha
* charge: 0
* 2S+1: 1
* LUMO level: 0.586 eV

Structure (XYZ):
```
227
C67H144N8O8 (ωB97M-V with the def2-TZVPD basis set)
C 3.810 5.734 -2.714
C 3.624 6.364 -1.382
C 4.675 7.470 -1.206
C 2.193 7.091 -1.500
C 1.812 7.600 -0.104
C 1.828 6.460 0.876
C 3.128 5.769 1.081
C 4.202 6.661 1.711
C 2.990 4.508 1.831
N 3.548 5.351 -0.299
O 4.825 4.717 -0.229
H 4.891 5.686 -2.842
H 3.266 4.775 -2.780
H 3.479 6.431 -3.523
H 4.271 8.319 -0.673
H 5.731 7.052 -0.996
H 4.751 7.902 -2.215
H 2.344 7.886 -2.240
H 1.494 6.298 -1.876
H 2.408 8.439 0.259
H 0.815 8.077 -0.024
H 1.101 5.692 0.522
H 1.470 6.894 1.820
H 4.069 6.846 2.814
H 4.169 7.679 1.314
H 5.219 6.273 1.601
H 3.793 3.828 1.823
H 2.134 3.942 1.467
H 2.749 4.732 2.926
H 4.585 3.800 -0.082
C -2.216 -3.588 -3.789
C -1.958 -3.785 -2.256
C -2.695 -2.669 -1.570
C -2.577 -5.139 -1.787
C -1.777 -6.395 -2.166
C -0.379 -6.244 -1.623
C 0.323 -4.925 -1.986
C 1.665 -4.782 -1.213
C 0.676 -5.068 -3.487
N -0.602 -3.750 -1.744
O -0.046 -2.553 -2.215
H -1.964 -4.471 -4.302
H -3.227 -3.309 -4.021
H -1.522 -2.771 -4.197
H -2.668 -2.731 -0.408
H -2.346 -1.655 -1.930
H -3.738 -2.673 -1.885
H -2.708 -5.153 -0.716
H -3.563 -5.171 -2.229
H -2.273 -7.327 -1.815
H -1.760 -6.494 -3.263
H 0.298 -6.978 -2.035
H -0.427 -6.265 -0.509
H 2.146 -3.974 -1.730
H 2.312 -5.644 -1.398
H 1.517 -4.466 -0.163
H 0.731 -4.071 -4.026
H -0.086 -5.554 -4.077
H 1.549 -5.718 -3.561
H 0.243 -2.129 -1.355
C -7.932 -0.308 -1.341
C -6.697 -0.550 -0.409
C -6.216 -1.951 -0.639
C -5.566 0.360 -0.782
C -5.734 1.761 -0.356
C -5.943 1.705 1.178
C -7.157 0.924 1.653
C -7.139 0.786 3.138
C -8.538 1.680 1.361
N -7.006 -0.456 1.096
O -8.040 -1.329 1.404
H -8.267 0.698 -1.207
H -7.667 -0.453 -2.381
H -8.681 -1.101 -1.100
H -6.894 -2.716 -0.329
H -5.838 -2.155 -1.665
H -5.277 -2.132 -0.124
H -4.610 -0.032 -0.331
H -5.486 0.386 -1.915
H -4.973 2.398 -0.667
H -6.636 2.148 -0.881
H -6.117 2.666 1.679
H -5.017 1.190 1.609
H -6.228 0.305 3.546
H -7.922 0.036 3.416
H -7.456 1.775 3.504
H -8.465 2.206 0.501
H -8.870 2.341 2.169
H -9.248 0.961 1.243
H -8.946 -0.995 1.133
C 5.676 0.935 -2.561
C 5.697 -0.009 -1.341
C 4.389 -0.705 -1.123
C 6.713 -1.130 -1.517
C 8.123 -0.638 -1.283
C 8.313 0.253 0.001
C 7.268 1.350 0.188
C 7.173 1.715 1.682
C 7.680 2.461 -0.825
N 5.939 0.723 -0.085
O 4.952 1.814 0.029
H 6.628 1.099 -3.106
H 5.055 0.420 -3.307
H 5.215 1.911 -2.233
H 4.434 -1.163 -0.140
H 3.543 -0.087 -1.240
H 4.221 -1.427 -1.894
H 6.477 -1.885 -0.702
H 6.528 -1.569 -2.505
H 8.834 -1.423 -1.072
H 8.495 -0.085 -2.186
H 9.318 0.761 -0.014
H 8.344 -0.413 0.906
H 6.834 0.857 2.242
H 6.470 2.566 1.899
H 8.133 2.022 2.060
H 6.862 3.082 -1.184
H 8.057 1.975 -1.749
H 8.505 2.874 -0.370
H 4.652 1.724 0.962
C -1.681 -6.067 3.588
C -2.367 -4.894 2.781
C -1.339 -4.328 1.831
C -3.653 -5.379 2.160
C -4.509 -4.257 1.585
C -4.918 -3.412 2.755
C -3.728 -2.799 3.545
C -3.276 -1.565 2.677
C -4.195 -2.369 4.932
N -2.730 -3.933 3.799
O -1.573 -3.384 4.453
H -0.683 -5.827 3.960
H -2.289 -6.326 4.439
H -1.455 -6.949 2.932
H -1.379 -3.197 1.870
H -0.299 -4.566 2.142
H -1.432 -4.553 0.788
H -3.603 -6.223 1.437
H -4.240 -5.906 2.936
H -3.889 -3.658 0.887
H -5.356 -4.664 1.032
H -5.578 -4.011 3.459
H -5.468 -2.556 2.369
H -4.018 -0.751 2.756
H -3.215 -1.976 1.708
H -2.293 -1.185 2.889
H -3.419 -1.790 5.544
H -4.484 -3.225 5.479
H -5.038 -1.647 4.752
H -1.477 -3.887 5.282
C 0.034 -0.159 5.535
C 1.463 -0.288 5.022
C 1.665 0.832 3.982
C 2.486 -0.137 6.175
C 3.919 -0.554 5.786
C 3.838 -2.013 5.300
C 2.873 -2.193 4.120
C 3.473 -1.602 2.808
C 2.659 -3.647 3.940
N 1.586 -1.666 4.519
O 0.617 -1.771 3.515
H -0.603 -0.075 4.631
H -0.220 -0.984 6.141
H -0.037 0.766 6.136
H 1.004 0.818 3.132
H 1.499 1.861 4.401
H 2.656 0.741 3.585
H 2.312 0.831 6.628
H 2.176 -0.863 6.893
H 4.358 0.130 5.011
H 4.591 -0.497 6.646
H 3.586 -2.668 6.174
H 4.813 -2.319 4.925
H 2.710 -1.225 2.118
H 3.844 -2.400 2.122
H 4.214 -0.908 3.009
H 2.013 -3.798 3.063
H 2.161 -4.003 4.834
H 3.640 -4.150 3.886
H -0.134 -2.343 3.876
C 0.467 -0.159 -5.186
C -0.754 0.725 -5.193
C -1.392 0.542 -6.583
C -1.712 0.089 -4.139
C -2.898 0.912 -3.747
C -2.436 2.374 -3.396
C -1.540 3.051 -4.447
C -2.333 3.474 -5.693
C -0.871 4.311 -3.929
N -0.456 2.058 -4.722
O 0.496 2.634 -5.664
H 0.845 -0.083 -4.189
H 0.116 -1.199 -5.440
H 1.042 0.085 -6.046
H -0.845 1.068 -7.370
H -1.461 -0.498 -6.807
H -2.404 0.925 -6.732
H -2.098 -0.886 -4.430
H -1.057 -0.063 -3.275
H -3.634 0.976 -4.560
H -3.398 0.416 -2.911
H -1.862 2.315 -2.501
H -3.238 3.027 -3.167
H -2.815 2.682 -6.264
H -1.748 4.009 -6.450
H -3.179 4.124 -5.457
H -0.229 4.754 -4.679
H -0.347 4.086 -3.012
H -1.574 5.083 -3.729
H 1.216 2.931 -5.122
C 1.498 2.838 -1.624
O 0.469 2.179 -0.889
C 0.863 0.837 -0.443
C -0.374 0.064 -0.235
C -1.583 0.692 0.538
N -0.036 -1.256 0.277
H 1.602 2.472 -2.620
H 2.446 2.554 -1.033
H 1.445 3.926 -1.643
H 1.453 0.241 -1.249
H 1.425 0.941 0.501
H -0.762 -0.036 -1.246
H -2.388 0.041 0.322
H -1.833 1.720 0.273
H -1.532 0.691 1.673
H -0.895 -1.857 0.411
H 0.423 -1.222 1.200
```

Entry 4:
ORCA calculation (ωB97M-V with the def2-TZVPD basis set) on 3 unconnected molecules or ions with the total composition C18H41N4O in a non-equilibrium geometry.

Values from the calculation:
* HOMO level: -10.3501 eV
* orbital gap: 0.2704 Ha
* charge: +1
* 2S+1: 1
* LUMO level: -2.993 eV

Structure (XYZ):
```
64
C18H41N4O (ωB97M-V with the def2-TZVPD basis set)
C -3.501 3.645 -2.164
C -1.996 3.539 -2.004
O -1.302 4.126 -3.087
C -1.541 2.068 -1.776
N -1.361 1.829 -0.327
C -2.333 1.292 0.479
C -1.779 1.297 1.699
N -0.530 1.797 1.609
C -0.276 2.139 0.335
H -3.951 2.908 -1.495
H -3.886 4.611 -1.852
H -3.823 3.433 -3.181
H -1.733 4.085 -1.091
H -0.627 4.703 -2.721
H -0.605 1.875 -2.294
H -2.277 1.358 -2.140
H -3.305 0.990 0.147
H -2.247 0.961 2.605
H 0.137 1.939 2.354
H 0.613 2.568 -0.082
C 5.020 3.496 1.569
C 3.930 2.489 1.903
N 4.152 1.182 1.314
C 2.993 0.315 1.381
C 2.489 -0.106 2.758
C 5.430 0.555 1.621
C 5.777 0.321 3.096
H 5.162 3.575 0.491
H 4.741 4.480 1.947
H 5.972 3.231 2.027
H 2.983 2.884 1.508
H 3.815 2.441 2.997
H 3.186 -0.576 0.778
H 2.168 0.829 0.867
H 3.123 -0.855 3.228
H 1.495 -0.553 2.662
H 2.403 0.746 3.438
H 6.221 1.165 1.180
H 5.491 -0.395 1.085
H 5.561 1.193 3.716
H 6.844 0.113 3.190
H 5.249 -0.536 3.511
C -0.818 -1.855 -1.021
C -2.258 -2.191 -1.384
N -2.380 -3.394 -2.173
C -3.698 -3.564 -2.767
C -4.891 -3.764 -1.826
C -1.782 -4.590 -1.603
C -2.265 -5.045 -0.220
H -0.190 -1.799 -1.911
H -0.782 -0.882 -0.521
H -0.385 -2.585 -0.337
H -2.657 -1.356 -1.972
H -2.857 -2.233 -0.458
H -3.659 -4.397 -3.471
H -3.898 -2.681 -3.384
H -4.904 -4.762 -1.391
H -5.821 -3.651 -2.387
H -4.910 -3.032 -1.017
H -0.700 -4.436 -1.548
H -1.902 -5.412 -2.310
H -2.338 -4.217 0.488
H -1.557 -5.765 0.195
H -3.232 -5.542 -0.267
```

Entry 5:
ORCA calculation (ωB97M-V with the def2-TZVPD basis set) on 2 unconnected molecules or ions with the total composition C5H17N3O in a non-equilibrium geometry.

Values from the calculation:
* HOMO level (spin up / spin down): -22.8076 / -22.0882 eV
* orbital gap (spin up / spin down): 0.3570 / 0.1700 Ha
* charge: +3
* 2S+1: 2
* LUMO level (spin up / spin down): -13.094 / -17.463 eV

Structure (XYZ):
```
26
C5H17N3O (ωB97M-V with the def2-TZVPD basis set)
C 0.205 0.489 -2.248
C 1.440 -0.113 -1.697
C 1.595 0.308 -0.239
C 1.214 -0.601 0.895
N -2.132 -0.604 2.415
C -0.733 -0.461 2.329
N -0.308 -0.784 1.140
N 2.817 0.541 -2.400
H -0.125 0.013 -3.166
H -0.683 0.446 -1.305
H 0.084 1.647 -2.392
H 1.672 -1.188 -1.794
H 2.655 0.791 0.040
H 1.052 1.317 -0.113
H 1.639 -0.145 1.851
H 1.702 -1.629 0.869
H -2.560 -1.139 1.578
H -2.633 -0.621 3.327
H -0.299 -0.200 3.183
H -0.813 -1.425 0.625
H 2.964 -0.055 -3.327
H 3.660 0.533 -1.790
H 2.689 1.534 -2.781
H -3.271 1.647 0.326
H -4.130 0.615 -0.270
O -3.572 0.758 0.351
```

Entry 6:
ORCA calculation (ωB97M-V with the def2-TZVPD basis set) on 2 unconnected molecules or ions with the total composition ClH3NO2P in a non-equilibrium geometry.

Values from the calculation:
* energy above the lowest of the compared OMol25 structures with the same formula, charge and spin: 33.4 kcal per mole
* HOMO level (spin up / spin down): -7.0024 / -8.9845 eV
* orbital gap (spin up / spin down): 0.2679 / 0.1875 Ha
* charge: 0
* 2S+1: 3
* LUMO level (spin up / spin down): 0.287 / -3.882 eV

Structure (XYZ):
```
8
ClH3NO2P (ωB97M-V with the def2-TZVPD basis set)
N 0.105 -0.174 -0.228
O -0.662 2.963 -3.462
O -0.017 -0.396 -1.566
P 0.487 2.447 -2.761
Cl 0.119 2.905 -0.739
H 1.012 -0.537 0.122
H -0.663 -0.644 0.285
H 0.065 0.862 -0.046
```

Entry 7:
ORCA calculation (ωB97M-V with the def2-TZVPD basis set) on a single C4H2FNS molecule in a non-equilibrium geometry.

Values from the calculation:
* energy above the lowest of the compared OMol25 structures with the same formula, charge and spin: 0.0 kcal per mole
* HOMO level: -9.3632 eV
* orbital gap: 0.2935 Ha
* charge: 0
* 2S+1: 1
* LUMO level: -1.376 eV

Structure (XYZ):
```
9
C4H2FNS (ωB97M-V with the def2-TZVPD basis set)
N -2.281 -0.361 -1.483
C -1.314 -0.206 -0.870
C -0.120 -0.068 -0.093
C 0.146 1.154 0.685
S -0.837 2.431 0.787
C 0.767 -1.077 -0.134
F 1.909 -1.043 0.535
H 1.095 1.158 1.226
H 0.634 -1.986 -0.653
```

Sequential calculated total energy output: -166444.40541, -69226.20739, -100104.48569, -27332.05757, -11942.42377, -27440.00619, -19221.31682 eV